Below is an isolated molecule of C4H10N2O2 in a non-equilibrium geometry, with properties calculated with the ωB97M-V functional and the def2-TZVPD basis.

Structure (XYZ):
```
18
Properties=species:S:1:pos:R:3:mulliken_charge:R:1
C -0.2697 -1.6290 -0.0952 -0.959
C 0.2369 -0.4368 -0.3862 0.375
C -0.6186 0.7292 -0.8348 -0.402
O -1.9899 0.5647 -0.5784 -0.387
C -2.3402 0.7840 0.7665 -0.752
N 1.6220 -0.2012 -0.4370 0.174
N 2.3886 -1.1383 0.2163 -0.633
O 1.9822 1.1566 -0.0505 -0.492
H 0.3491 -2.4549 0.1995 0.386
H -1.3257 -1.7983 -0.1955 0.333
H -0.2537 1.6541 -0.3643 0.366
H -0.5289 0.8344 -1.9220 0.290
H -2.1046 1.8121 1.0709 0.308
H -3.4144 0.6237 0.8355 0.235
H -1.8233 0.0914 1.4391 0.338
H 2.3241 -1.0822 1.2336 0.221
H 3.3568 -1.0571 -0.0748 0.252
H 2.4092 1.5476 -0.8226 0.348
```

## Properties
Max |F| = 0.02078 Eh/bohr
E_tot = -11381.8964 eV
E_HOMO = -8.43 eV

---

Below is a 3-piece molecular cluster, C4H10N2O2 overall in a non-equilibrium geometry, with properties calculated with the ωB97M-V functional and the def2-TZVPD basis.

Structure (XYZ):
```
18
Properties=species:S:1:pos:R:3:mulliken_charge:R:1
C 0.8344 1.3693 -0.0337 0.117
C 0.4188 0.5219 1.1487 -0.611
C 0.3920 -0.9504 0.8546 0.029
N 1.4891 -1.4073 0.0200 -0.569
N 1.9724 1.0895 -0.6188 -0.282
C -2.7769 -0.4099 -0.1642 0.029
O -1.9108 0.3555 -0.7476 -0.586
O -2.6755 -1.0110 0.9676 -0.633
H 0.0262 1.8764 -0.5830 0.376
H 0.8789 0.8144 -3.0595 0.083
H -0.6288 0.7979 1.4258 0.274
H 1.0945 0.7153 2.0598 0.400
H 0.3275 -1.4534 1.8651 0.321
H -0.5629 -1.1193 0.2773 0.024
H 1.8357 -0.4501 -0.4367 0.386
H 2.2296 -1.7187 0.7134 0.326
H -3.7548 -0.5271 -0.7132 0.376
H 0.8107 1.5070 -2.9756 -0.061
```

## Properties
Max |F| = 0.11550 Eh/bohr
E_tot = -11377.7426 eV
E_HOMO = -8.44 eV

---

Below is a 3-piece molecular cluster, C4H10N2O2 overall in a non-equilibrium geometry, with properties calculated with the ωB97M-V functional and the def2-TZVPD basis.

Structure (XYZ):
```
18
Properties=species:S:1:pos:R:3:mulliken_charge:R:1
C 1.6220 -1.3536 -0.4194 -1.324
C 0.4941 -0.4050 -0.2330 0.810
C 0.4855 0.9351 -0.4472 -0.624
N -0.6773 1.4885 0.0468 -0.540
C -1.3279 0.5082 0.5690 -0.307
N -0.6794 -0.6808 0.4070 -0.003
H 2.4760 -0.8611 -0.8864 0.311
H 2.0099 -1.8081 0.4922 0.300
H 1.3509 -2.1635 -1.1062 0.308
H 1.1831 1.5144 -1.0328 0.390
H -2.2486 0.6233 1.1191 0.405
H -0.8861 -1.4768 0.9838 0.235
O -1.3363 -0.0757 -3.0116 -0.678
H -1.2235 0.2371 -2.1096 0.411
H -0.4749 -0.1526 -3.4225 0.300
O 0.9971 0.1304 2.9003 -0.559
H 1.0712 -0.6630 3.4334 0.287
H 1.5948 0.7720 3.2876 0.277
```

## Properties
Max |F| = 0.02491 Eh/bohr
E_tot = -11385.3208 eV
E_HOMO = -8.61 eV

---

Below is a 2-piece molecular cluster, C4H10N2O2 overall in a non-equilibrium geometry, with properties calculated with the ωB97M-V functional and the def2-TZVPD basis.

Structure (XYZ):
```
18
Properties=species:S:1:pos:R:3:mulliken_charge:R:1
C 0.3557 0.6103 2.0955 -0.879
C -0.4392 -0.5417 1.7386 0.612
N -0.4634 -1.5802 2.7052 -0.413
O -1.0836 -0.6175 0.7220 -0.640
H 0.5627 1.1421 1.1479 0.210
H 1.2664 0.3600 2.6768 0.338
H -0.2404 1.2115 2.7656 0.298
H -1.0889 -2.3290 2.4895 0.239
H 0.0750 -1.5185 3.5355 0.174
C 1.2554 0.4678 -2.5238 -0.813
C -0.2353 0.7150 -2.4671 0.638
N -1.1653 -0.0908 -1.7017 -0.363
O -0.7663 1.5031 -3.2603 -0.609
H 1.5721 -0.5742 -2.7932 0.265
H 1.6207 0.5070 -1.4146 0.168
H 1.7670 1.2080 -3.0903 0.302
H -2.1007 0.1974 -1.5730 0.205
H -0.8919 -0.6704 -1.0528 0.268
```

## Properties
Max |F| = 0.13878 Eh/bohr
E_tot = -11385.3601 eV
E_HOMO = -9.13 eV

---

Below is a 2-piece molecular cluster, C4H10N2O2 overall in a non-equilibrium geometry, with properties calculated with the ωB97M-V functional and the def2-TZVPD basis.

Structure (XYZ):
```
18
Properties=species:S:1:pos:R:3:mulliken_charge:R:1
C 2.0560 -0.9329 -0.5204 -0.753
N 1.2494 0.1377 -1.1989 0.701
O 1.8782 1.0189 -1.7409 -0.592
C -0.0445 0.1651 -0.9265 -0.242
N -1.1511 0.1035 -1.5522 0.535
C -2.2904 0.3692 -0.7081 -0.826
O -1.2763 -0.4566 -2.7018 -0.642
H 2.7501 -1.4936 -1.1833 0.280
H 2.5819 -0.4067 0.4420 0.270
H 1.2240 -1.4950 -0.1303 0.297
H -3.0143 0.6272 -1.4723 0.333
H -2.6881 -0.5424 -0.2093 0.277
H -2.2814 1.1135 0.0183 0.336
C 0.2414 0.3534 2.3334 -0.815
H 0.7215 1.2934 2.0574 0.252
H -0.9082 0.4441 2.4250 0.212
H 0.5238 0.1679 3.4171 0.308
H 0.4280 -0.4668 1.6507 0.067
```

## Properties
Max |F| = 0.07795 Eh/bohr
E_tot = -11377.9403 eV
E_HOMO (spin up / spin down) = -8.98 / -8.98 eV

---

Below is a 2-piece molecular cluster, C4H10N2O2 overall, with properties calculated with the ωB97M-V functional and the def2-TZVPD basis.

Structure (XYZ):
```
18
Properties=species:S:1:pos:R:3:mulliken_charge:R:1
C 1.1520 -1.5813 0.9414 -0.800
N 0.6378 -0.2259 0.6721 0.185
C 0.4781 0.2032 -0.8351 0.613
N 1.3619 0.7522 1.4215 -0.767
O 0.0561 -0.9192 -1.5000 -0.441
O 1.1984 1.0546 -1.3050 -0.633
H 0.0521 -0.6915 -2.4397 0.348
H 2.1229 1.0818 0.8281 0.284
H 0.7365 1.5467 1.5345 0.291
H 2.1839 -1.6720 0.5972 0.277
H 0.5294 -2.3026 0.4201 0.308
H 1.1131 -1.7417 2.0160 0.342
C -1.3600 1.0410 -0.2335 -0.591
C -2.4866 0.5542 -0.7589 -0.562
H -3.3808 1.1507 -0.9345 0.272
H -1.3214 2.1097 -0.0103 0.243
H -0.5161 0.1322 0.6377 0.405
H -2.5575 -0.4918 -1.0515 0.225
```

## Properties
Max |F| = 0.00849 Eh/bohr
E_tot = -11381.0181 eV
E_HOMO = -8.46 eV

---

Below is C4H10N2O2 as an isolated structure in a non-equilibrium geometry, with properties calculated with the ωB97M-V functional and the def2-TZVPD basis.

Structure (XYZ):
```
18
Properties=species:S:1:pos:R:3:mulliken_charge:R:1
C -0.5556 -0.2079 0.8153 -0.715
C -1.9705 0.0713 0.3136 -0.444
C 0.4887 -1.0457 -1.2581 -0.993
N 0.4559 -0.0426 -0.2124 -0.170
C 2.2150 0.1483 0.6387 0.678
N 2.2978 1.3424 0.2943 -0.632
O -1.9920 1.3980 -0.1850 -0.503
O 2.4589 -0.9071 1.0975 -0.506
H -2.8920 1.6233 -0.4428 0.295
H 3.0668 1.9472 0.5198 0.217
H 0.6138 1.0039 -0.5093 0.439
H -0.4851 -1.2216 1.2204 0.347
H -0.3318 0.5067 1.6111 0.345
H -2.6738 -0.0508 1.1479 0.372
H -2.2499 -0.6437 -0.4718 0.299
H -0.4469 -1.1077 -1.8239 0.286
H 0.7096 -2.0135 -0.8032 0.329
H 1.2911 -0.8004 -1.9521 0.356
```

## Properties
Max |F| = 0.05782 Eh/bohr
E_tot = -11384.1897 eV
E_HOMO = -9.19 eV

---

Below is an isolated molecule of C4H10N2O2, with properties calculated with the ωB97M-V functional and the def2-TZVPD basis.

Structure (XYZ):
```
18
Properties=species:S:1:pos:R:3:mulliken_charge:R:1
N 1.2616 -0.3625 1.9087 -0.376
C 0.2783 0.4973 1.5304 0.263
O -0.5469 0.9426 2.3018 -0.624
C 0.1842 0.7811 0.0376 0.261
N -0.0423 2.2129 -0.1056 -0.754
C -0.9060 -0.1205 -0.5508 -0.491
C -0.3798 -1.4973 -0.9202 -0.623
O 0.5734 -1.3803 -1.9951 -0.522
H 2.1085 -0.4640 1.3617 0.229
H 1.4039 -0.5298 2.8934 0.251
H 1.1424 0.5409 -0.4321 0.261
H -0.3052 2.4338 -1.0606 0.278
H -0.8352 2.4904 0.4682 0.258
H -1.7566 -0.1660 0.1337 0.323
H -1.2905 0.3420 -1.4658 0.316
H -1.1754 -2.1877 -1.2093 0.363
H 0.1745 -1.9236 -0.0840 0.274
H 0.1110 -1.6095 -2.8121 0.313
```

## Properties
Max |F| = 0.01691 Eh/bohr
E_tot = -11385.7407 eV
E_HOMO = -9.34 eV

---

Question: The lowest max |F| belongs to which entry?
Answer: number 6

---

Question: What is the formula in the eighth record?
Answer: C4H10N2O2